No. 1
This record from OMol25 describes a 2-piece molecular cluster, C3H10N4 overall. The level of theory is ωB97M-V/def2-TZVPD.

```
17
Properties=species:S:1:pos:R:3:forces:R:3
C 1.650 -1.362 0.494 -0.026 -0.194 0.083
N 1.166 -0.168 1.154 -0.068 0.399 -0.959
C -0.162 0.229 1.056 -1.319 -2.751 4.049
N -1.217 -0.560 1.098 2.022 1.425 -0.311
H 1.823 0.596 1.158 -0.063 0.056 -0.176
H -1.008 -1.504 0.771 0.123 0.041 0.128
H -0.318 1.191 1.542 0.057 0.362 -0.625
H 1.078 -2.232 0.838 0.123 0.112 -0.097
H 2.693 -1.518 0.775 -0.111 -0.013 -0.003
H 1.600 -1.308 -0.602 -0.070 -0.016 0.149
N -1.813 0.428 -1.153 1.561 0.900 -0.620
C -0.465 0.832 -1.279 -2.938 1.006 -3.632
N -0.040 2.042 -1.218 1.210 -0.922 2.226
H -2.181 -0.298 -1.748 0.118 0.063 0.551
H -2.357 0.884 -0.440 -0.277 -0.451 -0.281
H -0.535 2.585 -0.499 -0.483 0.150 -0.824
H 0.086 0.163 -1.946 0.139 -0.167 0.342
```
Positions in Å, forces in eV/Å.

The total charge is 0. For the total energy, the calculation gives -339.244662 hartree. The LUMO energy is 0.033 hartree. As for the structure (SMILES): [H]/N=C\NC.[H]/N=C\N. The calculation puts the HOMO-LUMO gap at 9.09 eV. Its HOMO energy is -8.19 eV. The energy above the lowest of the compared OMol25 structures with the same formula, charge and spin is 2.2663 eV.

=====

No. 2
This record from OMol25 describes a 4-piece molecular cluster, C3H10N4 overall. The level of theory is ωB97M-V/def2-TZVPD.

```
17
Properties=species:S:1:pos:R:3:forces:R:3
C 0.249 -1.085 1.735 2.183 0.816 0.765
C 1.350 -0.987 -0.535 3.453 1.622 1.886
C -1.491 0.263 -0.952 0.060 -6.101 4.609
H 0.282 0.310 2.938 -0.081 -3.168 -2.411
H 1.698 -1.828 1.663 -3.996 1.634 1.145
H -1.291 -2.030 2.160 3.497 2.014 -1.166
H 1.889 -0.079 -1.228 -1.773 -2.690 1.801
H 2.196 -1.307 0.325 -1.531 0.786 -2.690
H 1.105 -1.913 -1.075 -0.334 0.601 -0.057
H -2.411 -0.180 -1.145 -2.268 0.593 -1.843
H -1.990 2.152 -1.451 1.544 -2.167 0.164
H 0.213 1.581 0.271 -1.127 2.388 -2.606
H 0.401 2.508 -1.244 0.759 0.207 0.451
N 0.328 -0.432 0.380 -2.397 -2.415 1.393
N -1.085 -0.770 -0.143 2.267 3.941 -2.421
N -1.182 1.480 -1.198 -1.914 5.027 -1.396
N -0.261 2.318 -0.502 1.657 -3.086 2.377
```
Positions in Å, forces in eV/Å.

The total charge is 0. For the total energy, the calculation gives -338.836721 hartree. The LUMO energy is -0.016 hartree. The calculation puts the HOMO-LUMO gap at 7.87 eV. Its HOMO energy is -8.30 eV. The energy above the lowest of the compared OMol25 structures with the same formula, charge and spin is 13.3670 eV.